(1)
Density functional theory data (the ωB97M-V functional and the def2-TZVPD basis) for a 2-piece molecular cluster, C2HI2N3 overall.

Values from the calculation:
maximum force: 2.57 eV Å⁻¹
DFT total energy: -22757.833 eV
energy above the lowest of the compared OMol25 structures with the same formula, charge and spin: 2.043 eV

Structure (ORCA input):
```
! RIJCOSX wB97M-V def2-TZVPD def2/J DEFGRID3
* xyz 0 1
C -0.82141 -0.21891 -0.49490
C 1.91726 0.21944 0.06679
N -1.17830 0.73765 0.13678
N -0.21964 -0.91973 -1.25835
N 1.64011 0.45614 1.17854
I -2.74302 1.95922 -0.27089
I 0.36397 -2.78704 -1.39046
H 1.04103 0.55322 2.03249
*
```

Here are the natural (NBO) charges for atoms 1 to 6, given in e: number 1, C, carries 0.612; number 2, C, carries 0.287; number 3, N, carries -0.715; number 4, N, carries -0.689; number 5, N, carries -0.755; number 6, I, carries 0.373



(2)
Density functional theory data (the ωB97M-V functional and the def2-TZVPD basis) for an isolated ion of composition C2HIN2O and charge +2.

Values from the calculation:
maximum force: 4.02 eV Å⁻¹
DFT total energy: -15189.056 eV
energy above the lowest of the compared OMol25 structures with the same formula, charge and spin: 4.806 eV

Structure (ORCA input):
```
! RIJCOSX wB97M-V def2-TZVPD def2/J DEFGRID3
* xyz 2 1
C -0.73999 -0.82894 -0.90528
C 0.28523 0.82091 0.29812
N -1.12416 -0.03288 -1.62767
N 0.50691 -0.35540 0.70876
O -0.10646 -1.37341 0.14554
I 0.33351 2.67300 -0.19125
H 0.84495 -0.90329 1.57178
*
```

Here are the natural (NBO) charges for atoms 1 to 6, given in e: number 1, C, carries 0.516; number 2, C, carries 0.225; number 3, N, carries -0.161; number 4, N, carries -0.219; number 5, O, carries -0.174; number 6, I, carries 1.250



(3)
Density functional theory data (the ωB97M-V functional and the def2-TZVPD basis) for C2HIN2O2 in the gas phase.

Values from the calculation:
maximum force: 3.69 eV Å⁻¹
DFT total energy: -17261.710 eV
energy above the lowest of the compared OMol25 structures with the same formula, charge and spin: 1.820 eV

Structure (ORCA input):
```
! RIJCOSX wB97M-V def2-TZVPD def2/J DEFGRID3
* xyz 0 1
C 0.13440 -0.70478 -1.79410
C 0.54781 -0.01957 -0.55604
N -0.32705 -1.02727 -2.80616
N 0.06260 1.37959 -0.85030
O -0.80649 1.75016 -0.05583
O 0.62017 2.10804 -1.61193
I 2.56848 -0.05187 0.00529
H 0.00505 -0.29164 0.27654
*
```

Here are the natural (NBO) charges for atoms 1 to 6, given in e: number 1, C, carries 0.218; number 2, C, carries -0.347; number 3, N, carries -0.225; number 4, N, carries 0.511; number 5, O, carries -0.369; number 6, O, carries -0.314



(4)
Density functional theory data (the ωB97M-V functional and the def2-TZVPD basis) for C2HInLiO2 as an isolated structure.

Values from the calculation:
maximum force: 9.28 eV Å⁻¹
DFT total energy: -11522.255 eV
energy above the lowest of the compared OMol25 structures with the same formula, charge and spin: 0.410 eV

Structure (ORCA input):
```
! RIJCOSX wB97M-V def2-TZVPD def2/J DEFGRID3
* xyz 3 1
O -1.24432 -0.33796 0.04266
C -0.27417 -0.07626 -0.78254
In -2.80460 0.47593 0.52334
Li 0.17557 -1.48199 0.58555
H -0.63766 0.26606 -1.77480
C 1.94583 0.27852 0.52541
O 2.83934 0.87570 0.88038
*
```

Here are the Löwdin charges for atoms 1 to 6, given in e: number 1, O, carries -0.331; number 2, C, carries 0.227; number 3, In, carries 1.713; number 4, Li, carries 0.807; number 5, H, carries 0.180; number 6, C, carries 0.138